Density functional theory data (ωB97M-V/def2-TZVPD) for a 3-piece molecular cluster, C3H10O3 overall in a non-equilibrium geometry.

Last column: Löwdin charge in e.
Cartesian coordinates (Å):
C  -1.06  0.19  1.96  -0.023
C  -0.59  0.82  0.92  -0.172
C  -0.70  0.16  -0.42  -0.284
O  -0.14  0.87  -1.50  -0.064
H  -0.99  0.64  2.95  0.056
H  -1.47  -0.81  1.96  0.070
H  0.24  1.45  1.24  0.112
H  -1.77  -0.06  -0.54  0.113
H  -0.16  -0.79  -0.44  0.120
H  -0.29  1.80  -1.36  0.072
O  5.12  2.31  1.87  -0.058
H  5.99  2.53  2.21  0.026
H  5.12  1.41  1.53  0.032
O  -2.76  -3.69  -3.54  -0.062
H  -2.90  -2.77  -3.28  0.030
H  -3.64  -4.07  -3.57  0.031

The total energy is -9413.795 eV. Its lowest unoccupied orbital energy is 0.78 eV. Its SMILES is C=CCO.O.O. The calculation puts the energy above the lowest of the compared OMol25 structures with the same formula, charge and spin at 167.7 kJ/mol. The HOMO energy is -9.7 eV.

Density functional theory data (ωB97M-V/def2-TZVPD) for a 2-piece molecular cluster, CH6O2 overall in a non-equilibrium geometry.

Last column: Löwdin charge in e.
Cartesian coordinates (Å):
C  0.14  0.51  -1.12  -0.153
O  0.83  -0.58  -0.50  -0.159
H  -0.97  0.39  -1.14  0.090
H  0.42  1.38  -0.54  0.074
H  0.52  0.50  -2.17  0.087
H  0.38  -1.41  -0.77  0.106
O  -0.63  -0.57  2.18  -0.061
H  -0.55  0.23  2.70  0.029
H  -0.15  -0.46  1.35  -0.013

The total energy is -5228.735 eV. Its lowest unoccupied orbital energy is 0.82 eV. Its SMILES is CO.O. The calculation puts the energy above the lowest of the compared OMol25 structures with the same formula, charge and spin at 15.0 kJ/mol. The HOMO energy is -10.9 eV.

Density functional theory data (ωB97M-V/def2-TZVPD) for C30H31F6FeN2O2 as an isolated structure in a non-equilibrium geometry.

Last column: Löwdin charge in e.
Cartesian coordinates (Å):
C  -2.09  0.23  2.34  -0.096
C  -3.00  1.30  1.76  -0.448
C  -3.18  2.43  2.48  -0.052
C  -3.63  1.11  0.41  -0.237
Fe  -5.46  0.46  0.35  0.091
C  -4.83  -1.20  0.89  -0.106
O  -4.38  -2.27  1.05  0.082
C  -5.17  0.14  -1.48  -0.131
O  -4.73  -0.08  -2.53  0.065
C  -6.34  2.17  1.08  -0.184
C  -6.37  1.11  2.05  -0.177
C  -7.05  -0.02  1.46  -0.228
C  -7.43  0.35  0.12  -0.222
C  -6.99  1.70  -0.11  -0.214
H  -1.71  -0.46  1.58  0.069
H  -1.22  0.71  2.83  0.056
H  -2.62  -0.35  3.12  0.076
H  -3.77  3.26  2.13  0.030
H  -2.71  2.51  3.47  0.031
H  -3.76  2.08  -0.12  0.076
H  -3.05  0.40  -0.19  0.044
H  -5.96  3.17  1.25  0.095
H  -5.99  1.17  3.07  0.099
H  -7.33  -0.93  1.97  0.104
H  -8.04  -0.25  -0.55  0.099
H  -7.18  2.30  -1.00  0.099
C  0.49  1.77  -5.32  -0.056
N  0.64  2.51  -4.09  -0.149
C  0.67  3.96  -4.20  -0.055
C  2.09  4.40  -4.33  -0.533
F  2.25  5.73  -4.51  0.124
F  2.79  4.03  -3.19  0.114
F  2.71  3.75  -5.38  0.104
C  0.74  1.90  -2.89  -0.243
C  0.29  2.55  -1.71  -0.013
C  0.48  1.98  -0.48  -0.007
C  1.20  0.75  -0.34  -0.210
C  1.43  0.23  0.96  0.000
C  2.38  -0.79  1.31  -0.204
C  2.26  -1.47  2.56  -0.028
C  3.12  -2.48  2.91  -0.017
C  4.25  -2.78  2.10  -0.279
N  5.15  -3.77  2.43  -0.188
C  6.47  -3.48  2.93  -0.063
C  4.76  -5.17  2.40  -0.062
C  4.90  -5.70  1.01  -0.537
F  4.74  -7.05  0.91  0.117
F  3.96  -5.10  0.19  0.111
F  6.13  -5.39  0.48  0.098
C  4.44  -2.05  0.91  -0.012
C  3.52  -1.11  0.51  -0.033
C  1.59  0.08  -1.55  -0.033
C  1.35  0.63  -2.79  -0.013
H  0.02  0.80  -5.14  0.100
H  -0.14  2.36  -6.00  0.089
H  1.46  1.60  -5.81  0.086
H  0.12  4.24  -5.10  0.139
H  0.27  4.43  -3.30  0.123
H  -0.23  3.51  -1.79  0.105
H  0.09  2.48  0.41  0.118
H  0.86  0.67  1.78  0.101
H  1.44  -1.19  3.23  0.112
H  2.99  -3.04  3.84  0.112
H  6.53  -2.43  3.27  0.097
H  6.67  -4.15  3.77  0.080
H  7.24  -3.64  2.17  0.079
H  5.44  -5.72  3.05  0.132
H  3.71  -5.27  2.69  0.142
H  5.31  -2.30  0.30  0.120
H  3.67  -0.57  -0.42  0.098
H  2.07  -0.89  -1.48  0.102
H  1.69  0.14  -3.71  0.109

As for the total charge: -1. The expectation value of S² is 6.17. The total energy is -89375.920 eV. The multiplicity is 5. Its lowest unoccupied orbital energy (alpha / beta) is 2.16 / 1.40 eV. The HOMO energy (alpha / beta) is -1.0 / -3.5 eV.

Density functional theory data (ωB97M-V/def2-TZVPD) for C36H42AuClN3P2Si2 as an isolated structure.

Last column: Löwdin charge in e.
Cartesian coordinates (Å):
Au  1.64  -1.08  0.46  0.984
C  -3.64  -2.05  2.24  -0.174
Si  -1.84  -2.02  2.68  0.301
C  -1.19  -3.77  2.51  -0.176
C  -1.68  -1.45  4.46  -0.165
N  -0.86  -1.03  1.66  -0.278
P  -1.15  0.30  0.90  0.658
C  0.41  0.78  0.12  -0.286
P  0.91  0.68  -1.56  0.696
N  1.37  -0.87  -1.56  -0.369
Si  2.52  -1.70  -2.63  0.313
C  2.52  -0.90  -4.30  -0.155
C  1.93  -3.44  -2.74  -0.178
C  4.23  -1.63  -1.91  -0.182
C  2.27  1.85  -1.80  -0.293
C  2.55  2.37  -3.06  -0.098
C  3.68  3.16  -3.26  -0.061
C  4.54  3.42  -2.21  -0.061
C  4.27  2.90  -0.95  -0.066
C  3.14  2.12  -0.74  -0.090
C  -0.28  1.07  -2.84  -0.314
C  -0.91  0.03  -3.53  -0.090
C  -1.85  0.33  -4.50  -0.060
C  -2.17  1.65  -4.78  -0.058
C  -1.56  2.68  -4.08  -0.060
C  -0.62  2.40  -3.11  -0.085
C  -1.55  1.72  1.96  -0.289
C  -2.83  1.84  2.49  -0.086
C  -3.10  2.77  3.48  -0.063
C  -2.09  3.59  3.95  -0.068
C  -0.81  3.49  3.42  -0.072
C  -0.53  2.56  2.43  -0.093
C  -2.51  0.19  -0.28  -0.303
C  -3.29  1.28  -0.66  -0.081
C  -4.36  1.11  -1.53  -0.066
C  -4.66  -0.16  -2.01  -0.070
C  -3.89  -1.25  -1.64  -0.073
C  -2.81  -1.08  -0.79  -0.113
H  -4.17  -2.71  2.93  0.044
H  -3.80  -2.43  1.22  0.019
H  -4.10  -1.06  2.31  0.024
H  -1.48  -4.39  3.37  0.036
H  -0.10  -3.77  2.44  -0.001
H  -1.59  -4.25  1.61  0.031
H  -1.34  -2.25  5.12  0.028
H  -2.64  -1.08  4.85  0.031
H  -0.97  -0.62  4.52  0.008
H  1.52  -0.64  -4.66  0.027
H  2.96  -1.60  -5.02  0.049
H  3.13  0.01  -4.30  0.026
H  0.99  -3.51  -3.30  0.035
H  1.75  -3.86  -1.74  0.027
H  2.67  -4.08  -3.25  0.042
H  4.61  -0.60  -1.95  0.031
H  4.92  -2.27  -2.47  0.043
H  4.24  -1.95  -0.87  0.012
H  1.90  2.16  -3.90  0.104
H  3.88  3.56  -4.25  0.113
H  5.42  4.03  -2.37  0.112
H  4.93  3.12  -0.12  0.110
H  2.92  1.74  0.25  0.078
H  -0.65  -1.00  -3.30  0.102
H  -2.33  -0.47  -5.05  0.114
H  -2.90  1.87  -5.55  0.113
H  -1.82  3.71  -4.30  0.112
H  -0.14  3.20  -2.57  0.116
H  -3.63  1.19  2.14  0.098
H  -4.10  2.86  3.88  0.111
H  -2.29  4.32  4.72  0.110
H  -0.02  4.14  3.78  0.108
H  0.46  2.49  2.00  0.075
H  -3.05  2.27  -0.29  0.110
H  -4.96  1.96  -1.82  0.111
H  -5.51  -0.30  -2.66  0.110
H  -4.13  -2.24  -2.02  0.112
H  -2.21  -1.93  -0.48  0.101
Cl  1.99  0.77  5.77  0.731
C  2.20  -0.57  4.71  -0.647
C  2.49  -1.83  5.19  -0.052
C  2.64  -2.86  4.29  -0.026
C  2.48  -2.61  2.94  -0.128
N  2.19  -1.38  2.49  -0.092
C  2.04  -0.37  3.36  -0.154
H  2.60  -1.99  6.26  0.124
H  2.86  -3.87  4.62  0.122
H  2.61  -3.39  2.21  0.115
H  1.79  0.60  2.95  0.099

As for the total charge: +1. The total energy is -93028.514 eV. Its lowest unoccupied orbital energy (alpha / beta) is -4.42 / -4.38 eV. The calculation puts the energy above the lowest of the compared OMol25 structures with the same formula, charge and spin at 128.5 kJ/mol. The HOMO energy (alpha / beta) is -10.8 / -10.8 eV.